--- one ---
Here is a single C3H5PS molecule from the OMol25 dataset. Energies are from ωB97M-V with the def2-TZVPD basis set.

Properties
Multiplicity = 1
LUMO level (spin up / spin down) = -0.041 / -0.041 hartree
Kohn-Sham gap (spin up / spin down) = 0.23875 / 0.23871 hartree

```
10
Properties=species:S:1:pos:R:3:mulliken_charge:R:1
H -0.676 -1.110 -1.388 0.3061
C -0.333 -0.721 -0.339 -0.3279
S -1.918 -0.665 0.613 -0.1191
P -3.285 0.396 -0.251 -0.0434
H 0.304 -1.623 0.016 0.2371
H 1.986 1.455 0.689 0.2360
C 0.358 0.560 -0.050 0.0159
C 1.596 0.512 0.363 -0.8431
H -0.179 1.555 -0.034 0.2244
H 2.146 -0.359 0.381 0.3141
```

---

--- two ---
Here is 2 unconnected molecules or ions with the total composition C3H5PS from the OMol25 dataset. Energies are from ωB97M-V with the def2-TZVPD basis set.

Properties
Multiplicity = 1
LUMO level = 0.018 hartree
Kohn-Sham gap = 0.29860 hartree

```
10
Properties=species:S:1:pos:R:3:mulliken_charge:R:1
C -0.855 0.816 0.869 -0.5115
P 2.704 0.048 0.667 -0.2877
H -0.400 -1.205 -0.538 0.1139
H 2.698 -1.568 -1.352 0.4381
C 2.665 -0.894 -0.558 -0.1406
S -1.294 -0.821 0.342 0.0402
H -1.403 1.046 -1.323 0.2218
H -2.971 0.922 -0.206 0.2381
C -1.790 0.783 -0.262 -0.2721
H -1.280 1.150 1.840 0.1599
```

---

Most stable structure: one

---

--- one ---
Here is 2 unconnected molecules or ions with the total composition C12H16N2O from the OMol25 dataset. Energies are from ωB97M-V with the def2-TZVPD basis set.

Properties
Multiplicity = 1
LUMO level = 0.031 hartree
Kohn-Sham gap = 0.32768 hartree
SMILES = CCc1c[nH]cn1.Cc1ccc(O)cc1

```
31
Properties=species:S:1:pos:R:3:mulliken_charge:R:1
H -0.262 1.553 -2.622 0.2567
C 2.072 -1.249 -0.530 -0.4316
H 0.597 0.068 4.451 0.3106
C -1.865 0.580 1.948 0.2026
C 2.772 -1.382 -2.814 -0.4143
H -2.729 1.236 -1.131 0.3047
H -1.375 0.194 -2.393 0.1146
H -1.502 -0.925 3.317 0.1961
H -0.456 0.343 -3.871 0.4945
H 0.121 1.652 3.666 0.2915
O 3.987 -2.446 -0.960 -0.5341
C -2.516 1.280 -0.051 -0.4041
C 3.005 -1.622 -1.534 0.5762
C -0.409 0.471 -2.867 -1.0563
H -2.937 2.136 3.157 0.3603
C -2.756 1.665 2.178 -0.4597
C 0.722 -0.420 -2.373 0.6429
H 0.090 -0.392 -0.367 0.4078
C -0.872 -0.194 2.763 -0.0894
H 1.674 -0.481 -4.396 0.2868
H -1.130 0.679 4.627 0.2852
H 3.513 -1.947 -3.434 0.1605
C 1.721 -0.648 -3.317 -1.0104
C -0.272 0.602 3.966 -1.1004
C 0.911 -0.702 -0.989 -0.1786
N -3.178 2.186 0.955 -0.1269
H -3.986 2.732 0.787 0.2457
H 2.303 -1.514 0.441 0.4914
H -0.050 -0.844 2.369 0.2018
H 4.597 -2.902 -1.613 0.3060
N -1.791 0.291 0.637 -0.3303
```

---

--- two ---
Here is 2 unconnected molecules or ions with the total composition C12H16N2O from the OMol25 dataset. Energies are from ωB97M-V with the def2-TZVPD basis set.

Properties
Multiplicity = 1
LUMO level = 0.024 hartree
Kohn-Sham gap = 0.32239 hartree
SMILES = Cc1c[nH]c2ccccc12.CCC(N)=O

```
31
Properties=species:S:1:pos:R:3:mulliken_charge:R:1
N -0.916 -2.033 -1.256 -0.3600
H -2.534 3.410 -0.180 0.3077
C -0.376 0.093 1.688 -0.7134
H -0.857 3.919 -0.138 0.3616
H -1.855 -2.297 -1.519 0.2397
H 1.327 -0.431 -3.740 0.3893
C -1.629 3.429 0.440 -1.3667
H -1.035 -1.237 -0.641 0.1930
H -1.896 4.039 1.333 0.3321
C -1.303 2.100 1.067 0.2448
H 2.779 -1.142 1.833 0.3605
C 1.205 1.517 0.622 -0.1239
H 1.324 -1.312 -0.808 -0.2884
H 0.531 -1.672 2.607 0.3310
O -0.130 -3.003 -3.107 -0.6378
C -2.269 1.335 1.664 -0.6163
H 1.502 2.320 -0.057 0.3103
C 0.622 -0.828 1.909 -0.5447
H -3.271 1.660 1.847 0.4440
H 2.022 0.566 -2.376 0.2898
C 2.245 0.633 0.855 -0.8263
C -0.133 1.326 0.968 1.4525
C 1.369 -1.499 -1.885 0.3747
H 2.119 -2.172 -2.324 0.3286
C 1.915 -0.531 1.581 -0.5429
N -1.724 0.086 1.950 0.0008
H -2.241 -0.663 2.364 0.1707
C 0.076 -2.222 -2.200 0.3506
C 1.293 -0.186 -2.677 -1.1453
H 3.259 0.938 0.637 0.3949
H 0.338 0.348 -2.603 0.2891
```

---

Most stable structure: two

---

--- one ---
Here is 3 unconnected molecules or ions with the total composition C4H15N2O2 from the OMol25 dataset. Energies are from ωB97M-V with the def2-TZVPD basis set.

Properties
Multiplicity = 1
LUMO level = -0.115 hartree
Kohn-Sham gap = 0.40208 hartree
Net charge = +1

```
23
Properties=species:S:1:pos:R:3:mulliken_charge:R:1
H 2.878 2.284 2.854 0.2907
H -1.157 1.688 -1.263 0.3857
H 0.331 1.841 0.604 0.3237
O 2.219 -1.401 1.201 -0.5901
H -2.461 0.550 -1.230 0.2304
H -0.146 -0.251 -2.954 0.3430
N 0.281 0.329 2.032 -0.2891
C -0.032 0.791 0.818 0.2014
H -1.687 -2.303 -3.308 0.4046
H 0.278 -0.723 2.323 0.2729
N -0.639 -0.029 -0.033 -0.0716
H 0.697 0.894 2.738 0.2625
O 2.114 2.250 3.369 -0.6252
C -1.342 0.605 -1.261 -0.5117
H -1.451 -2.273 -1.586 0.3034
H -2.707 -1.596 -2.391 0.3915
H 2.294 2.957 4.039 0.3226
H -1.642 0.344 -3.282 0.3005
H 3.036 -0.841 1.576 0.3140
C -1.666 -1.656 -2.467 -1.2115
H 2.543 -2.145 0.850 0.2807
C -1.088 -0.257 -2.483 -0.5406
H -0.655 -1.057 -0.145 0.2124
```

---

--- two ---
Here is 2 unconnected molecules or ions with the total composition C4H15N2O2 from the OMol25 dataset. Energies are from ωB97M-V with the def2-TZVPD basis set.

Properties
Multiplicity = 1
LUMO level = -0.111 hartree
Kohn-Sham gap = 0.37854 hartree
Net charge = +1

```
23
Properties=species:S:1:pos:R:3:mulliken_charge:R:1
H -4.271 0.401 4.439 0.3176
H 2.290 -0.017 -2.570 0.4105
H -0.589 1.175 -0.348 0.3204
H 1.989 0.802 0.981 0.2690
C 0.794 -0.743 1.090 -0.5679
H -0.398 -2.561 0.986 0.4181
N 1.434 0.352 0.270 -0.3552
H 1.918 2.056 -1.811 0.3367
H 0.124 -0.277 1.837 0.3430
H 0.307 2.073 -2.478 0.3784
O -4.953 0.635 3.811 -0.6483
C 0.989 1.482 -1.857 -0.6946
H 0.870 0.212 -3.533 0.3846
O 0.501 -2.079 -0.897 -0.6099
H 0.930 -0.617 -2.075 0.2320
H -5.802 0.509 4.264 0.3307
H 0.988 -2.888 -0.780 0.2993
C -0.161 -1.702 0.359 -0.4904
C 0.506 1.276 -0.378 -0.5317
H 1.680 -1.257 1.458 0.3664
H 0.629 2.313 -0.041 0.3718
H -1.076 -1.361 -0.114 0.2602
N 1.303 0.217 -2.614 -0.1409
```

---

Most stable structure: two